Entry 1:
Density functional theory data (ωB97M-V with the def2-TZVPD basis set) for a single C28H44O3 molecule.

```
75
Properties=species:S:1:pos:R:3:lowdin_charge:R:1
C 12.17337 0.07495 -0.32179 -0.1212
C 10.81237 -0.07360 -0.99059 -0.2811
C 9.66998 0.27493 -0.03954 -0.2409
C 8.30354 0.12954 -0.70450 -0.2315
C 7.16123 0.48399 0.24439 -0.2295
C 5.79654 0.34288 -0.42547 -0.2274
C 4.65282 0.70565 0.51866 -0.2232
C 3.29411 0.57139 -0.16333 -0.1980
H 3.15625 -0.45772 -0.50277 0.1232
H 3.25842 1.22211 -1.03941 0.1236
C 2.14482 0.94780 0.77938 -0.0948
C 0.83982 0.83912 0.02655 -0.4937
O 0.40287 1.67989 -0.71542 0.1160
O 0.25557 -0.33796 0.25832 0.0327
C -0.95365 -0.63282 -0.43549 -0.2387
H -0.94875 -0.06505 -1.37353 0.1576
C -1.04294 -2.14965 -0.69541 -0.0892
H -0.72371 -2.38189 -1.71013 0.1147
H -0.37070 -2.66337 -0.00945 0.1170
C -2.51282 -2.54586 -0.46184 -0.1285
H -2.89363 -3.15945 -1.27644 0.1122
H -2.62937 -3.10682 0.46512 0.1162
C -3.23571 -1.20136 -0.37184 -0.2358
C -4.62772 -1.14467 0.24682 -0.2395
C -5.59262 -2.09559 -0.46316 -0.1306
C -7.00944 -1.97592 0.11412 -0.1257
C -7.40671 -0.54072 0.01171 -0.1833
C -8.35644 -0.10731 -0.82308 0.0426
C -8.62775 1.30527 -1.08877 -0.4058
O -9.54614 1.67472 -1.78964 0.0774
C -7.63298 2.26911 -0.47568 -0.1011
C -7.16735 1.77494 0.88737 -0.1405
H -8.03788 1.70498 1.54555 0.1280
H -6.47791 2.49057 1.33495 0.1057
C -6.53174 0.38606 0.80239 -0.2282
H -6.43342 -0.00312 1.82345 0.1578
C -5.12745 0.31163 0.15420 -0.2229
C -4.13665 1.28866 0.79687 -0.1311
H -4.46453 2.31191 0.61056 0.1127
H -4.12954 1.13750 1.87769 0.1219
C -2.71666 1.14521 0.24129 -0.1150
C -2.23230 -0.29722 0.36195 -0.3987
C -2.00362 -0.66812 1.82911 0.0084
H -1.28813 0.02569 2.26583 0.0945
H -2.92052 -0.61348 2.40636 0.0785
H -1.59524 -1.66929 1.92135 0.0910
H -2.04723 1.82335 0.77333 0.1224
H -2.70883 1.44006 -0.81038 0.1306
H -5.22066 0.56504 -0.90776 0.1584
H -6.78514 2.34632 -1.16180 0.1269
H -8.09075 3.25683 -0.40276 0.1230
H -8.96614 -0.80951 -1.37568 0.1215
H -7.69666 -2.61652 -0.43930 0.1176
H -7.00088 -2.29452 1.15932 0.1259
H -5.24281 -3.12349 -0.35864 0.1163
H -5.62221 -1.85483 -1.52824 0.1332
H -4.57468 -1.43922 1.29937 0.1520
H -3.32102 -0.81233 -1.39444 0.1645
H 2.12681 0.27608 1.63723 0.1237
H 2.27168 1.97736 1.11560 0.1283
H 4.68552 0.05370 1.39465 0.1176
H 4.78342 1.73315 0.86516 0.1177
H 5.66841 -0.68587 -0.77020 0.1166
H 5.75750 0.99163 -1.30341 0.1170
H 7.20352 -0.16788 1.12023 0.1157
H 7.28760 1.51185 0.59239 0.1157
H 8.17849 -0.89901 -1.05149 0.1155
H 8.25830 0.78003 -1.58120 0.1156
H 9.79368 1.30281 0.30984 0.1149
H 9.71748 -0.37827 0.83515 0.1149
H 10.68970 -1.10157 -1.33958 0.1070
H 10.76468 0.57951 -1.86503 0.1071
H 12.32233 1.09816 0.01644 0.0695
H 12.97168 -0.17648 -1.01622 0.0656
H 12.24853 -0.58384 0.54073 0.0694
```

Results
**Largest force on an atom**: 0.71 eV/Å
**LUMO energy**: 0.571 eV
**HOMO energy**: -9.2653 eV
**Frontier orbital gap**: 9.836 eV
**Relative energy (zero: lowest compared OMol25 entry of this formula, charge and spin)**: 1.4 kcal/mol



Entry 2:
Density functional theory data (ωB97M-V with the def2-TZVPD basis set) for C28H45AuCl2N2P as an isolated structure in a non-equilibrium geometry.

```
79
Properties=species:S:1:pos:R:3:lowdin_charge:R:1
P -0.70181 0.94466 -1.47781 1.2530
C 0.33015 2.29412 -0.86533 -0.4220
C 0.15318 3.39702 -1.92352 -0.2277
C 1.04063 4.60310 -1.60757 -0.1985
C 0.90496 5.12314 -0.17135 -0.2030
C 0.90884 4.01802 0.91550 -0.1796
C 0.01588 2.81829 0.55097 -0.1966
C -2.34546 0.70581 -0.75130 -0.4199
C -3.26401 1.72788 -1.45399 -0.2270
C -4.71233 1.43889 -1.08343 -0.2046
C -4.98157 1.30111 0.42268 -0.2027
C -3.93585 0.48158 1.20307 -0.1803
C -2.48584 0.81053 0.78251 -0.1871
C -0.27459 0.14544 -3.06111 -0.4181
C 1.24785 0.00570 -3.28575 -0.2297
C 1.58798 -0.51276 -4.70357 -0.1941
C 0.80431 -1.76561 -5.11602 -0.2121
C -0.67554 -1.77744 -4.71543 -0.1944
C -0.98317 -1.20057 -3.31605 -0.2191
H 1.37468 1.92431 -0.82267 0.0739
H -0.91119 3.67882 -1.95177 0.1051
H 0.41242 3.00796 -2.91696 0.0986
H 0.79137 5.40517 -2.31009 0.1039
H 2.08529 4.31817 -1.78319 0.1175
H 1.73422 5.80843 0.04612 0.1017
H -0.01122 5.72559 -0.06848 0.1061
H 1.93619 3.65440 1.07476 0.1182
H 0.55583 4.44105 1.87184 0.1127
H 0.15703 2.00662 1.28356 0.0890
H -1.03830 3.14875 0.58189 0.0988
H -2.65292 -0.33090 -1.01063 0.1125
H -5.00399 0.50208 -1.57217 0.1142
H -3.13413 1.65340 -2.54356 0.1049
H -2.94502 2.73969 -1.15144 0.1079
H -5.33821 2.23231 -1.49479 0.1024
H -5.95670 0.82290 0.56697 0.1015
H -5.07447 2.29479 0.88357 0.1066
H -4.03966 0.66867 2.28574 0.1155
H -4.10198 -0.59606 1.04481 0.1176
H -1.76411 0.13555 1.26931 0.0993
H -2.26301 1.83770 1.10512 0.0916
H -0.69857 0.94071 -3.71979 0.1129
H 1.76151 0.96824 -3.13732 0.0966
H 1.66406 -0.66854 -2.51916 0.0335
H 1.38017 0.29459 -5.42575 0.1036
H 2.66961 -0.72233 -4.75516 0.1119
H 1.30394 -2.65160 -4.70251 0.1129
H 0.87148 -1.86220 -6.20413 0.0975
H -1.04587 -2.81138 -4.76397 0.1097
H -1.24290 -1.19830 -5.45979 0.1030
H -2.07048 -1.07346 -3.22437 0.1017
H -0.68346 -1.90621 -2.52365 0.0201
Au 1.44314 -1.85869 1.33199 0.3731
Cl -0.61394 -2.70433 -0.08813 -0.3483
Cl 2.74705 -0.39157 -0.23327 -0.2635
C 1.23241 -0.07848 2.28866 -0.2980
H 1.88963 0.77004 2.07869 -0.0293
C 0.41402 -0.12817 3.45709 -0.3776
C -0.48539 -1.22857 3.45232 -0.1474
C -1.30469 -1.52226 4.51952 -0.1229
C -1.24024 -0.71201 5.66488 -0.1472
C -0.35044 0.38717 5.71375 -0.1449
C 0.46491 0.71046 4.63053 -0.0757
H -0.45676 -1.92346 2.60121 0.0052
H -1.97024 -2.38961 4.43829 0.0942
H -0.30093 0.98035 6.63026 0.0790
H 1.19728 1.52816 4.66033 0.0919
H -1.87296 -0.96155 6.51884 0.0728
C 5.41713 -4.97415 1.50482 -0.0326
N 4.08778 -5.23681 2.09516 -0.2068
C 3.97418 -6.34976 3.06103 -0.0398
C 3.08147 -4.45695 1.84686 -0.2554
N 2.16926 -3.77174 1.55328 0.0267
H 6.08283 -5.75117 1.89361 0.0702
H 5.78588 -3.97927 1.79840 0.0952
H 5.36633 -5.03475 0.40878 0.0916
H 3.73906 -5.97489 4.06967 0.0905
H 3.19432 -7.05746 2.74223 0.0893
H 4.95371 -6.83832 3.06632 0.0703
```

Results
**Largest force on an atom**: 3.69 eV/Å
**Charge**: -1
**LUMO energy (spin up / spin down)**: 2.467 / 1.505 eV
**HOMO energy (spin up / spin down)**: -2.0848 / -1.9310 eV
**Frontier orbital gap (spin up / spin down)**: 4.552 / 3.436 eV
**Spin multiplicity**: 3
**⟨S²⟩**: 2.0383



Entry 3:
Density functional theory data (ωB97M-V with the def2-TZVPD basis set) for C28H45BF3I3N2O9S as an isolated structure in a non-equilibrium geometry.

```
92
Properties=species:S:1:pos:R:3:lowdin_charge:R:1
C 5.19620 -2.25909 -0.20064 -0.0619
C 3.99489 -3.18146 0.01086 -0.2703
O 3.48755 -3.63936 -1.22672 -0.1407
C 2.46952 -2.79358 -1.74743 -0.1562
C 1.16151 -2.99163 -0.97889 -0.1246
O 0.79498 -1.89709 -0.14717 -0.0970
C 0.12210 -0.76829 -0.64900 -0.3137
C 0.23800 -0.34441 -2.13442 0.0448
B -0.37668 -1.14751 -3.39086 -0.6123
O 0.07647 -2.40041 -3.77644 0.1469
O -1.34740 -0.57391 -4.17545 0.1434
C 1.04733 0.32708 0.03868 -0.0616
C 0.25609 1.09022 1.14169 -0.2507
C -0.05051 2.46066 0.48662 -0.2196
C 0.90414 3.55543 1.04352 -0.2256
C 2.15707 3.82144 0.20546 -0.1590
C 3.37916 2.96276 0.57566 -0.1309
N 3.51561 2.75920 2.00283 -0.1321
C 3.60266 1.49841 2.54499 -0.1047
C 3.74092 1.63930 3.91086 -0.0888
C 3.72893 3.02174 4.20208 -0.0853
C 3.59954 3.68461 2.99696 -0.0993
C -0.86280 0.01186 1.52640 -0.2744
C -0.03204 -0.86659 2.49253 -0.1114
O -0.69419 -2.05705 2.90604 -0.0587
C -0.09932 -2.67566 3.94202 -0.5430
C -0.89910 -3.82002 4.47820 0.0334
O 0.96040 -2.34676 4.36482 0.1401
C -1.90241 0.69472 2.47789 -0.5616
I -1.40663 2.57502 3.36307 1.2236
C -3.07198 0.25545 2.95685 -0.7667
C -3.96585 1.01290 3.90025 -0.2668
I -3.93350 -1.62482 2.55822 1.1162
N -1.18864 -0.53950 0.15418 -0.0185
C -1.75093 -1.96442 0.06942 -0.0183
C -2.33226 0.32111 -0.35613 -0.2305
C -2.79156 0.29365 -1.80654 -0.6879
C -3.51549 -0.92689 -2.34813 -0.1704
I -4.28619 1.86819 -1.87786 0.9941
H 5.75469 -2.11034 0.71818 0.0771
H 5.80821 -2.64335 -1.00954 0.0805
H 4.82863 -1.27874 -0.50890 0.0591
H 4.29259 -4.02895 0.62210 0.1206
H 3.24846 -2.63367 0.59468 0.1072
H 2.37319 -3.08378 -2.78582 0.1219
H 2.83195 -1.76879 -1.63617 0.1206
H 1.37023 -3.82580 -0.31180 0.1417
H 0.35991 -3.36108 -1.61312 0.1182
H 1.30876 -0.31737 -2.33406 0.1206
H -0.06786 0.69407 -2.19144 0.1135
H 0.90340 -2.36601 -4.26591 0.1095
H -0.96659 -0.10491 -4.93202 0.1262
H 1.85921 -0.15043 0.57908 0.1009
H 1.58057 0.97101 -0.64870 0.1052
H 0.98114 1.15542 1.94353 0.1034
H -1.05083 2.84465 0.65862 0.0466
H 0.07102 2.47667 -0.59347 0.1086
H 1.15758 3.31441 2.06900 0.0521
H 0.33674 4.48303 1.09408 0.1090
H 1.94638 3.75703 -0.86032 0.1141
H 2.43397 4.86156 0.37663 0.1061
H 4.26299 3.48921 0.21809 0.1260
H 3.33099 2.00553 0.07016 0.1023
H 3.58785 0.60750 1.94600 0.1034
H 3.85085 0.83152 4.61186 0.0931
H 3.82321 3.46459 5.17529 0.0913
H 3.56966 4.74463 2.82430 0.1209
H 0.12256 -0.24219 3.36952 0.1336
H 0.96109 -1.10633 2.12918 0.1316
H -1.23913 -3.53995 5.47044 0.0992
H -0.28163 -4.70911 4.48615 0.0951
H -1.77766 -3.97734 3.86108 0.0615
H -4.88431 0.46995 4.08840 0.0304
H -4.24982 1.95940 3.44842 0.0598
H -3.47606 1.16829 4.85717 0.0581
H -1.45233 -2.41382 -0.86934 0.0966
H -1.40159 -2.58864 0.87678 0.0874
H -2.82729 -1.96582 0.05492 0.0173
H -2.19032 1.36915 -0.12135 0.0606
H -3.21504 0.09083 0.23291 0.0668
H -2.06079 0.71994 -2.46763 0.0415
H -4.44115 -1.08353 -1.79706 0.0757
H -2.90267 -1.82627 -2.34504 0.0743
H -3.80964 -0.71869 -3.37455 0.0331
C -4.74935 2.15547 -6.32252 -0.6685
F -6.04782 1.95429 -6.05105 0.1099
F -4.68422 2.90166 -7.43201 0.1160
F -4.24698 2.89771 -5.31452 0.0604
S -3.83915 0.56605 -6.51299 0.4504
O -4.51179 -0.07530 -7.61341 -0.3066
O -4.02706 -0.06147 -5.21940 -0.3509
O -2.48034 0.99287 -6.77890 -0.3331
```

Results
**Largest force on an atom**: 5.86 eV/Å
**LUMO energy**: -1.018 eV
**HOMO energy**: -8.0875 eV
**Frontier orbital gap**: 7.069 eV



Q: What is the formula in the second record?
A: C28H45AuCl2N2P



Q: Number 2 is which compound?
A: C28H45AuCl2N2P



Q: What is the formula in the third record?
A: C28H45BF3I3N2O9S